Entry 1:
# C32H27BrN3O2PZn

A structure of composition C32H27BrN3O2PZn (ωB97M-V/def2-TZVPD, the OMol25 dataset).

```
67
Properties=species:S:1:pos:R:3:nbo_charge:R:1
Zn 0.504 1.735 -0.232 1.55
C -1.271 3.995 1.255 -0.26
O -0.254 2.941 1.429 -0.60
C -0.369 2.092 2.530 0.20
C -1.302 2.222 3.539 -0.25
C -1.315 1.246 4.573 -0.09
Br -2.800 1.103 5.791 0.12
C -0.375 0.222 4.556 -0.18
C 0.582 0.100 3.518 -0.23
C 0.586 1.039 2.477 0.42
O 1.345 0.955 1.394 -0.94
C 1.549 -0.965 3.489 0.49
N 2.498 -1.197 2.535 -0.49
C 3.128 -2.433 2.758 0.15
C 4.269 -2.943 2.153 -0.24
C 4.852 -4.053 2.737 -0.18
C 4.352 -4.560 3.948 -0.17
C 3.254 -3.996 4.591 -0.22
C 2.652 -2.893 3.988 0.11
N 1.634 -2.025 4.399 -0.49
H -1.014 4.823 1.905 0.22
H -2.275 3.593 1.487 0.21
H -1.251 4.401 0.227 0.21
H -2.024 3.049 3.536 0.25
H -0.374 -0.468 5.406 0.23
H 2.655 -0.604 1.746 0.46
H 4.739 -2.440 1.312 0.23
H 5.702 -4.566 2.299 0.24
H 4.866 -5.447 4.363 0.25
H 2.884 -4.386 5.541 0.24
H 1.126 -2.067 5.300 0.45
N 2.181 1.397 -1.529 -0.95
C 1.806 0.547 -2.666 0.12
C 2.822 -0.141 -3.387 -0.21
C 2.507 -1.006 -4.440 -0.16
C 1.154 -1.173 -4.742 -0.19
C 0.151 -0.481 -4.059 -0.16
C 0.448 0.320 -2.943 -0.36
P -0.878 0.943 -1.838 0.75
C -1.815 -0.456 -1.193 -0.41
C -3.052 -0.236 -0.585 -0.13
C -3.778 -1.286 -0.020 -0.21
C -3.238 -2.570 -0.114 -0.17
C -1.983 -2.789 -0.643 -0.20
C -1.296 -1.768 -1.239 -0.20
C -1.939 1.933 -2.878 -0.42
C -1.761 3.319 -3.045 -0.18
C -2.588 4.009 -3.923 -0.20
C -3.651 3.358 -4.540 -0.17
C -3.833 2.000 -4.383 -0.14
C -2.980 1.274 -3.597 -0.20
H 2.534 2.329 -1.801 0.42
H 2.894 0.938 -0.963 0.41
H 3.885 -0.112 -3.049 0.24
H 3.304 -1.569 -4.939 0.25
H 0.751 -1.786 -5.556 0.25
H -0.876 -0.565 -4.414 0.24
H -3.391 0.794 -0.515 0.21
H -4.679 -1.123 0.530 0.24
H -3.841 -3.418 0.253 0.24
H -1.521 -3.789 -0.617 0.24
H -0.319 -1.946 -1.679 0.23
H -0.925 3.856 -2.552 0.21
H -2.450 5.089 -4.044 0.24
H -4.353 3.932 -5.147 0.24
H -4.675 1.499 -4.867 0.23
H -3.165 0.201 -3.426 0.23
```

Values from the calculation:
Charge   +2
Kohn-Sham gap   0.284 Ha
E_HOMO   -13.208 eV
E_LUMO   -5.47 eV
E   -169924.8122 eV
Max |F|   0.0486 Eh/bohr

***

Entry 2:
# C36H62BCl3F4O5PSSiSn

A structure of composition C36H62BCl3F4O5PSSiSn (ωB97M-V/def2-TZVPD, the OMol25 dataset).

```
115
Properties=species:S:1:pos:R:3:lowdin_charge:R:1
Sn -1.445 0.409 -0.335 1.53
Cl 5.499 -2.307 -0.625 0.73
C 3.783 -2.284 -0.518 -0.67
C 3.056 -1.379 -1.271 -0.12
C 1.680 -1.386 -1.172 -0.55
Cl 0.765 -0.270 -2.122 0.78
C 0.999 -2.281 -0.337 -0.39
O -0.371 -2.243 -0.378 -0.55
C 1.763 -3.189 0.405 -0.58
Cl 1.023 -4.353 1.429 0.76
C 3.146 -3.185 0.316 -0.11
H 3.555 -0.669 -1.916 0.12
H 3.722 -3.901 0.886 0.12
F -4.353 2.730 -1.407 0.18
B -3.170 3.007 -0.789 -1.26
F -2.072 2.491 -1.603 -0.03
F -3.059 2.183 0.415 -0.03
F -2.932 4.310 -0.471 0.19
O 0.455 1.262 0.623 -0.55
P 0.934 2.437 1.487 0.92
C 2.755 2.486 1.175 -0.32
C 3.591 3.649 1.740 -0.17
C 4.271 3.368 3.080 -0.19
C 5.042 2.053 3.048 -0.19
C 4.080 0.909 2.744 -0.19
C 3.414 1.108 1.382 -0.19
C 0.551 1.908 3.226 -0.31
C -0.807 1.204 3.342 -0.20
C -1.967 2.182 3.505 -0.19
C -1.759 3.016 4.765 -0.18
C -0.456 3.803 4.662 -0.18
C 0.751 2.906 4.376 -0.17
C 0.111 3.913 0.738 -0.31
C 0.225 5.287 1.414 -0.17
C -0.174 6.373 0.413 -0.17
C 0.863 6.488 -0.715 -0.18
C 1.521 5.128 -0.998 -0.18
C 0.523 3.999 -0.753 -0.19
H 2.702 2.633 0.089 0.11
H 2.978 4.546 1.831 0.08
H 4.374 3.867 1.008 0.13
H 3.535 3.316 3.884 0.09
H 4.946 4.196 3.305 0.12
H 5.532 1.887 4.008 0.11
H 5.817 2.096 2.277 0.12
H 3.330 0.859 3.539 0.10
H 4.616 -0.042 2.729 0.11
H 2.673 0.323 1.205 0.09
H 4.189 0.997 0.616 0.12
H 1.319 1.130 3.312 0.10
H -0.766 0.554 4.221 0.13
H -0.971 0.561 2.473 0.04
H -2.905 1.626 3.568 0.11
H -2.030 2.838 2.631 0.10
H -1.728 2.355 5.637 0.12
H -2.592 3.707 4.903 0.12
H -0.271 4.346 5.590 0.12
H -0.561 4.543 3.872 0.08
H 0.969 2.322 5.275 0.13
H 1.619 3.539 4.182 0.09
H -0.941 3.604 0.770 0.09
H 1.236 5.484 1.774 0.10
H -0.448 5.344 2.265 0.09
H -0.273 7.327 0.930 0.12
H -1.153 6.119 0.001 0.11
H 1.635 7.212 -0.449 0.11
H 0.372 6.856 -1.617 0.11
H 2.394 4.999 -0.352 0.09
H 1.874 5.090 -2.030 0.12
H 0.923 3.044 -1.105 0.09
H -0.373 4.192 -1.343 0.11
C -2.565 -6.120 0.727 -0.01
C -3.056 -5.335 -0.481 -0.61
C -1.929 -5.128 -1.482 -0.01
C -4.249 -6.025 -1.128 -0.01
O -3.547 -4.060 0.001 -0.11
Si -3.252 -2.502 0.095 0.03
S -1.294 -2.152 1.081 0.79
O -4.313 -1.704 0.982 -0.12
C -4.891 -1.836 2.300 -0.62
C -3.752 -1.974 3.307 -0.03
C -5.664 -0.547 2.538 -0.01
C -5.795 -3.061 2.314 -0.01
O -3.001 -1.565 -1.223 -0.28
C -3.915 -1.221 -2.324 -0.60
C -3.190 -0.171 -3.156 -0.03
C -5.217 -0.645 -1.784 -0.01
C -4.167 -2.478 -3.144 -0.01
H -2.148 -7.072 0.399 0.10
H -3.382 -6.318 1.421 0.09
H -1.791 -5.561 1.250 0.06
H -1.621 -6.090 -1.890 0.10
H -1.068 -4.662 -1.001 0.07
H -2.258 -4.492 -2.303 0.08
H -3.966 -7.004 -1.511 0.10
H -4.625 -5.425 -1.956 0.08
H -5.047 -6.147 -0.396 0.09
H -3.059 -1.135 3.195 0.07
H -3.205 -2.906 3.134 0.08
H -4.140 -1.977 4.324 0.10
H -4.981 0.303 2.491 0.08
H -6.144 -0.563 3.516 0.10
H -6.432 -0.413 1.777 0.09
H -5.202 -3.950 2.092 0.08
H -6.573 -2.964 1.556 0.10
H -6.267 -3.179 3.289 0.10
H -3.171 0.786 -2.630 0.05
H -3.722 -0.023 -4.095 0.11
H -2.170 -0.498 -3.376 0.08
H -5.009 0.200 -1.127 0.09
H -5.780 -1.395 -1.229 0.09
H -5.826 -0.292 -2.616 0.11
H -3.227 -2.844 -3.559 0.09
H -4.855 -2.266 -3.961 0.10
H -4.608 -3.250 -2.513 0.07
```

Values from the calculation:
Energy above the lowest of the compared OMol25 structures with the same formula, charge and spin   0.0 kcal/mol
Charge   +1
Kohn-Sham gap   0.327 Ha
E_HOMO   -11.714 eV
E_LUMO   -2.83 eV
E   -131531.3386 eV
Max |F|   0.0237 Eh/bohr

***

Entry 3:
# C19H17FN6O5S

An isolated molecule of C19H17FN6O5S (ωB97M-V/def2-TZVPD, the OMol25 dataset).

```
49
Properties=species:S:1:pos:R:3:nbo_charge:R:1
O -2.171 1.988 0.449 -0.60
C -1.681 1.059 -0.199 0.66
C -2.006 0.965 -1.671 -0.15
C -3.333 0.844 -2.057 -0.08
C -3.708 0.763 -3.387 -0.24
C -2.683 0.901 -4.368 0.16
N -2.961 0.667 -5.699 -0.22
C -3.918 1.423 -6.276 0.17
N -3.825 1.067 -7.565 -0.48
C -2.920 -0.040 -7.671 0.15
N -2.380 -0.231 -6.532 -0.26
C -1.368 1.083 -4.002 0.10
N -0.434 1.407 -4.948 0.48
O 0.552 0.682 -5.035 -0.32
O -0.705 2.423 -5.671 -0.37
C -1.057 1.197 -2.614 -0.16
N -0.645 0.388 0.504 -0.43
C -0.466 0.668 1.981 -0.21
C 1.016 0.563 2.352 -0.26
N 1.615 -0.718 1.961 -0.63
S 3.300 -0.930 2.655 2.19
O 4.249 0.108 2.282 -0.91
O 3.627 -2.268 2.071 -0.92
C 3.038 -1.053 4.436 -0.37
C 3.923 -0.418 5.267 -0.17
C 3.816 -0.737 6.655 -0.21
C 2.769 -1.638 7.128 -0.16
C 2.032 -2.310 6.093 -0.26
C 2.170 -2.037 4.777 0.41
F 1.408 -2.755 3.914 -0.29
C 1.464 -0.868 0.432 -0.23
C 0.053 -0.777 0.070 -0.24
H -4.084 0.805 -1.210 0.24
H -4.699 0.379 -3.787 0.25
H -4.516 2.246 -5.926 0.24
H -2.775 -0.493 -8.678 0.23
H -0.034 1.463 -2.395 0.24
H -0.746 1.567 2.317 0.24
H -1.098 -0.042 2.510 0.20
H 1.682 1.331 1.860 0.20
H 1.007 0.800 3.486 0.22
H 4.733 0.145 4.923 0.25
H 4.406 -0.158 7.381 0.23
H 2.582 -1.857 8.181 0.23
H 1.331 -3.044 6.480 0.24
H 1.862 -1.894 0.038 0.25
H 1.987 -0.110 -0.116 0.19
H 0.024 -0.938 -1.027 0.23
H -0.433 -1.615 0.633 0.19
```

Values from the calculation:
Energy above the lowest of the compared OMol25 structures with the same formula, charge and spin   64.0 kcal/mol
Kohn-Sham gap   0.322 Ha
SMILES   O=C(c1ccc(-n2cncn2)c([N+](=O)[O-])c1)N1CCN(S(=O)(=O)c2ccccc2F)CC1
E_HOMO   -9.603 eV
E_LUMO   -0.83 eV
E   -52702.0856 eV
Max |F|   0.1115 Eh/bohr

***

Entry 4:
# C4H12NO

A cluster of 2 separate species, C4H12NO in total (ωB97M-V/def2-TZVPD, the OMol25 dataset).

```
18
Properties=species:S:1:pos:R:3:nbo_charge:R:1
C -1.385 -0.303 -1.091 -0.22
N -2.053 0.531 0.009 -0.52
C -0.873 0.970 0.916 -0.22
C 0.392 0.416 0.394 -0.45
C 0.083 -0.080 -1.069 -0.44
H -1.844 -0.089 -2.009 0.24
H -1.566 -1.337 -0.741 0.23
H -2.397 1.389 -0.303 0.43
H -2.938 -0.024 0.410 0.46
H -0.888 2.068 0.940 0.23
H -1.096 0.678 1.866 0.23
H 0.906 -0.482 0.948 0.26
H 1.203 1.143 0.421 0.26
H 0.428 0.647 -1.816 0.23
H 0.705 -1.005 -1.220 0.27
H 4.140 -1.631 0.073 0.49
H 3.770 -1.357 1.573 0.48
O 3.412 -1.534 0.698 -0.96
```

Values from the calculation:
Energy above the lowest of the compared OMol25 structures with the same formula, charge and spin   29.4 kcal/mol
Charge   +1
Kohn-Sham gap   0.401 Ha
E_HOMO   -14.412 eV
E_LUMO   -3.50 eV
E   -7873.0162 eV
Max |F|   0.0656 Eh/bohr

***

Question: Kohn-Sham gap of number 3 (C19H17FN6O5S)?
Answer: 0.322 Ha

***

Question: E_LUMO of number 2 (C36H62BCl3F4O5PSSiSn)?
Answer: -2.83 eV